This record from the OMol25 dataset describes a molecular structure, C39H36ClN3Si2Sn in a non-equilibrium geometry. The level of theory is the ωB97M-V functional and the def2-TZVPD basis.

Geometry as XYZ:
```
82
Properties=species:S:1:pos:R:3:forces:R:3
C -1.6367 -0.4978 4.8033 -1.123 -1.047 -0.064
C -2.3240 -0.0046 3.6177 -0.424 -1.027 0.306
C -2.5940 -1.1577 2.7806 -0.206 0.186 0.761
H -2.7645 0.9855 3.5168 0.087 -0.217 -0.031
C -2.0373 -2.2940 3.4094 -0.198 0.561 -0.207
C -1.4707 -1.9017 4.6492 -0.636 1.079 0.319
H -1.0408 -2.5683 5.3951 0.044 0.184 -0.257
H -1.4660 0.0808 5.7092 0.207 -0.116 -0.308
H -3.1966 -1.1523 1.8715 0.427 0.023 0.177
H -2.0866 -3.3151 3.0312 0.087 0.363 0.031
Sn -0.0858 -0.0659 2.7789 -0.796 -1.676 -2.100
Si 0.2028 -0.0492 -0.0690 -0.319 0.349 0.944
C -0.6798 1.4762 -0.6001 0.055 0.371 -0.655
C -0.0901 2.4341 -1.4423 -0.382 0.390 0.123
H 0.9168 2.2596 -1.8228 -0.360 0.086 -0.023
C -0.7817 3.5962 -1.7941 0.090 0.098 0.132
H -0.3388 4.2975 -2.5059 -0.074 -0.160 0.268
C -2.0496 3.8522 -1.2699 -0.026 -0.158 -0.143
H -2.5949 4.7548 -1.5626 0.206 -0.308 0.163
C -2.6332 2.9192 -0.4041 -0.005 -0.130 0.026
H -3.6254 3.1076 0.0112 0.244 -0.028 -0.110
C -1.9607 1.7417 -0.0705 -0.006 0.523 -0.267
H -2.4161 1.0349 0.6289 0.093 0.122 -0.234
C -0.5442 -1.6328 -0.6377 0.444 0.022 -0.261
C -1.7352 -1.6488 -1.3829 -0.333 -0.772 0.212
H -2.1555 -0.7142 -1.7564 0.033 -0.204 0.126
C -2.4026 -2.8590 -1.6071 0.102 0.355 -0.059
H -3.3593 -2.8541 -2.1351 0.309 -0.037 0.075
C -1.8574 -4.0672 -1.1642 0.097 -0.002 0.024
H -2.3761 -5.0094 -1.3627 0.180 0.331 0.100
C -0.6331 -4.0633 -0.4875 -0.012 0.111 -0.056
H -0.1964 -5.0081 -0.1594 -0.083 0.226 -0.075
C 0.0235 -2.8596 -0.2259 -0.464 -0.099 -0.014
H 0.9729 -2.8565 0.3178 -0.239 -0.051 -0.168
H 1.6675 -0.0057 -0.0992 0.081 -0.096 -0.059
Si 2.1058 0.2806 -4.3357 0.714 -0.073 -0.270
C 1.4338 -1.3593 -4.8467 -0.166 -0.510 -0.155
C 0.5723 -1.4182 -5.9571 -0.079 -0.348 0.189
H 0.3238 -0.5050 -6.5041 0.000 -0.275 0.203
C 0.0164 -2.6362 -6.3601 0.114 -0.026 0.078
H -0.6597 -2.6637 -7.2180 0.187 -0.015 0.293
C 0.3269 -3.8126 -5.6685 0.199 0.318 0.034
H -0.1271 -4.7607 -5.9679 0.179 0.315 0.106
C 1.2392 -3.7691 -4.6069 -0.001 0.056 -0.069
H 1.5198 -4.6923 -4.0940 -0.129 0.302 -0.129
C 1.7980 -2.5528 -4.2021 -0.363 -0.166 -0.254
H 2.5138 -2.5343 -3.3784 -0.273 0.011 -0.138
C 0.9621 1.6178 -4.9247 0.014 0.418 -0.178
C -0.3883 1.7080 -4.5597 -0.085 0.292 -0.199
H -0.8172 0.9964 -3.8509 0.125 0.191 -0.169
C -1.1963 2.7250 -5.0842 0.036 -0.129 0.041
H -2.2386 2.8041 -4.7623 0.366 -0.035 -0.103
C -0.6805 3.6378 -6.0085 0.263 -0.292 0.089
H -1.3169 4.4315 -6.4091 0.231 -0.300 0.097
C 0.6543 3.5218 -6.4171 -0.092 0.030 0.070
H 1.0532 4.2042 -7.1706 -0.084 -0.166 0.271
C 1.4734 2.5345 -5.8632 -0.326 0.010 0.065
H 2.5196 2.4507 -6.1656 -0.288 0.116 0.028
H 3.4751 0.4651 -4.8688 -0.190 0.202 -0.417
Cl 2.6017 0.2888 -2.3396 0.025 0.016 -0.267
N 1.4028 0.6259 5.9762 0.363 0.429 -0.110
C 1.8537 -0.5925 5.4585 0.039 -0.868 -0.611
C 2.7356 -1.3594 6.2438 -0.121 -0.112 -0.064
C 3.1336 -2.6111 5.7844 -0.307 0.364 -0.180
C 2.5702 -3.0985 4.5952 -0.202 -0.040 -0.033
C 1.6683 -2.3122 3.9050 0.533 1.192 0.600
N 1.4052 -1.0212 4.2693 1.719 -1.285 2.017
C 1.0066 1.7920 5.3127 -0.194 0.035 -0.480
C 1.2371 3.0220 5.9594 -0.134 0.191 -0.133
C 0.7521 4.1937 5.3877 -0.017 -0.665 -0.106
C 0.0125 4.0945 4.1969 -0.219 0.065 -0.170
C -0.1562 2.8619 3.5946 0.903 -0.333 0.806
N 0.3929 1.7236 4.1189 -0.037 1.703 0.871
H 1.7335 0.7992 6.9205 -0.044 -0.011 -0.401
H 3.0793 -0.9332 7.1861 0.099 -0.281 -0.168
H 3.8542 -3.2145 6.3351 -0.210 0.205 -0.047
H 2.8041 -4.0819 4.1946 0.007 0.143 0.266
H 1.1174 -2.6741 3.0327 0.215 0.256 0.036
H 1.8103 3.0043 6.8885 -0.208 0.225 -0.253
H 0.9360 5.1671 5.8469 -0.070 -0.367 -0.100
H -0.4398 4.9654 3.7269 0.170 -0.137 0.176
H -0.7245 2.7316 2.6686 0.240 0.101 0.175
```
Forces are in eV/Å.

The calculation puts the LUMO energy (alpha / beta) at -0.2823 / -0.2758 eV. The total energy comes out at -2925.4063 hartree. The spin multiplicity is 1. The relative energy (zero: lowest compared OMol25 entry of this formula, charge and spin) is 0.000 eV. The value obtained for the frontier orbital gap (alpha / beta) is 3.6 / 3.7 eV.